Entry 1:
Formula: C5H13NO
Source: OMol25
Level of theory: ωB97M-V with the def2-TZVPD basis set

```
! RIJCOSX wB97M-V def2-TZVPD def2/J DEFGRID3
* xyz 0 1
C 1.35308 0.74308 -0.91548
C 0.18677 0.34330 0.00967
C 0.22343 1.13926 1.30558
C -0.06334 2.64849 1.08056
N 0.18417 -1.08966 0.25997
C -0.88728 -1.91942 -0.12847
O -1.05178 -2.00063 -1.56836
H 1.80152 -0.13995 -1.37464
H 1.05467 1.41222 -1.72478
H 2.24312 1.16389 -0.43035
H -0.68320 0.65447 -0.55156
H 1.19603 1.03347 1.80273
H -0.49537 0.77701 2.02988
H -0.34443 2.83009 0.04199
H -0.87472 2.95160 1.72528
H 0.80081 3.28168 1.23708
H 1.08501 -1.50788 0.39813
H -1.79883 -1.42293 0.19690
H -0.66988 -2.90546 0.23853
H -0.89813 -2.89468 -1.91350
*
```

Its LUMO energy is 1.00 eV. For the HOMO energy, the calculation gives -8.7 eV. For the frontier orbital gap, the calculation gives 9.67 eV. The energy above the lowest of the compared OMol25 structures with the same formula, charge and spin is 1.2841 eV.



Entry 2:
Formula: C5H12OS
Source: OMol25
Level of theory: ωB97M-V with the def2-TZVPD basis set

```
! RIJCOSX wB97M-V def2-TZVPD def2/J DEFGRID3
* xyz 0 1
C -1.87294 0.49993 -1.05891
O -1.58394 -0.31036 -2.29606
C -1.35620 -0.22286 0.28229
C -0.04922 -1.10187 0.00911
C 1.11923 -0.37372 -0.74502
S 1.81245 1.24731 -0.02034
C 2.25821 0.90400 1.81971
H -2.92917 0.93794 -0.94986
H -1.21607 1.40089 -1.01769
H -2.37209 -0.78929 -2.58630
H -1.29094 0.50082 1.10613
H -2.18322 -0.98944 0.61073
H -0.33325 -1.97332 -0.67043
H 0.32464 -1.13924 1.15175
H 0.83402 -0.11594 -1.69101
H 2.01637 -1.02154 -0.85348
H 1.82161 1.73941 2.44714
H 1.76581 0.03894 2.27577
H 3.23469 0.76836 2.18647
*
```

Its LUMO energy is 0.82 eV. For the HOMO energy, the calculation gives -8.6 eV. For the frontier orbital gap, the calculation gives 9.39 eV. The energy above the lowest of the compared OMol25 structures with the same formula, charge and spin is 2.2845 eV.



Entry 3:
Formula: C11H36N4O7
Source: OMol25
Level of theory: ωB97M-V with the def2-TZVPD basis set

```
! RIJCOSX wB97M-V def2-TZVPD def2/J DEFGRID3
* xyz 0 1
C 0.70879 -1.64969 0.45997
O 0.12179 -0.30969 0.59997
H 0.92979 -1.68069 -0.62003
H 0.04279 -2.47169 0.76997
H 1.71479 -1.73869 0.95797
H -0.62421 -0.40669 0.07997
C -0.97921 -1.53869 -4.38703
O -0.14321 -1.15469 -3.31703
H -0.52621 -2.34869 -4.97403
H -1.29521 -0.68269 -4.94903
H -1.97121 -1.83569 -4.02103
H -0.66221 -0.55669 -2.76703
C 3.51379 -0.81269 -4.00503
O 2.72279 -1.34169 -2.84803
H 4.40879 -1.44469 -4.03703
H 3.90479 0.21331 -3.98403
H 3.17679 -1.07669 -4.98003
H 1.82879 -1.44169 -2.97403
C 3.40079 1.07831 0.11497
O 3.84579 0.04931 0.84097
N 2.17379 1.36231 0.19397
N 3.57979 2.23431 0.72497
H 1.58379 0.50131 0.36497
H 1.78079 1.53531 -0.86103
H 4.47479 2.03531 1.23497
H 4.01379 2.90131 0.00497
C 1.65679 0.69931 3.50897
O 1.84379 -0.66669 3.39097
N 0.92779 1.32631 2.62497
N 2.53079 1.58031 3.13697
H 0.46979 0.57131 2.05097
H 0.16079 1.62831 3.25497
H 3.42079 1.09631 2.90997
H 2.79479 2.13131 4.02697
C -2.09921 1.65831 -3.10003
C -1.88321 1.06531 -1.64903
C -3.08221 1.41631 -0.85003
O -1.76021 -0.18169 -1.59303
H -2.67921 1.02431 -3.78603
H -1.15921 1.82731 -3.64503
H -2.59721 2.64131 -3.10703
H -1.08321 1.57831 -1.17503
H -2.99121 0.82131 0.08897
H -4.08821 1.10831 -1.32103
H -3.12421 2.41631 -0.52503
H -2.50321 -0.51269 -2.07103
C -2.76621 -1.65769 2.24897
C -2.28321 -0.66169 3.39397
C -1.56621 -1.28669 4.57997
O -1.54221 0.26731 3.01797
H -3.46121 -2.30969 2.75497
H -1.90121 -2.26269 1.87697
H -3.27221 -1.17569 1.42497
H -3.22621 -0.22869 3.65097
H -0.58521 -1.60869 4.41397
H -2.22821 -1.96969 5.11597
H -1.51921 -0.53669 5.23997
H -2.12921 0.78231 2.48697
*
```

Its LUMO energy is -0.09 eV. For the HOMO energy, the calculation gives -6.2 eV. For the frontier orbital gap, the calculation gives 6.12 eV. The energy above the lowest of the compared OMol25 structures with the same formula, charge and spin is 21.1645 eV.